1.
Computed, not measured: a 2-piece molecular cluster, C8H9P overall at a distorted geometry, with ωB97M-V/def2-TZVPD.

```
18
Properties=species:S:1:pos:R:3
C -0.0225 1.7348 2.3214
C -1.2126 1.3511 1.6346
C 1.2496 1.6515 1.7648
C -1.0920 0.7314 0.3708
C 1.3188 1.1764 0.5019
C 0.1944 0.6798 -0.2497
C 0.2335 -2.5402 -1.4764
C -0.4906 -2.2228 -2.5818
P 0.3573 0.4157 -1.9787
H -0.3381 1.9791 3.3714
H -2.2254 1.3298 2.0943
H 2.1227 1.8446 2.4270
H -1.9092 0.2692 -0.1651
H 2.3427 1.1899 0.1090
H -0.1254 -2.5084 -0.4675
H 1.2992 -2.6317 -1.5816
H -0.0941 -2.3028 -3.5328
H -1.6083 -2.1471 -2.5618
```

Results
E_HOMO (spin up / spin down) (eV): -7.03 / -7.24
2S+1: 1
Max |F| (Eh/bohr): 0.070
HOMO-LUMO gap (spin up / spin down) (eV): 6.33 / 6.46
Net charge: 0

=====

2.
Computed, not measured: an isolated molecule of C16H29N3O5S at a distorted geometry, with ωB97M-V/def2-TZVPD.

```
54
Properties=species:S:1:pos:R:3
C -5.8677 -0.3495 -2.0480
C -5.7517 -1.8607 -1.5624
C -4.5781 -1.8292 -0.5080
S -4.7392 -0.7202 0.8800
O -4.5772 -1.7009 2.0738
O -5.8805 0.3248 0.9130
N -3.4414 0.3168 0.9601
C -3.2322 1.0928 -0.0355
C -2.2069 2.4018 0.5585
C -0.8268 1.5252 0.8944
C -0.1861 1.1245 -0.3227
O -0.6374 0.7949 -1.4139
N 1.1764 1.3104 -0.2931
C 1.9782 1.7927 0.5743
C 3.4986 1.8500 0.3443
N 3.8087 0.4444 0.0785
C 4.8935 -0.0632 0.2889
O 5.6910 0.3112 1.3462
O 5.0222 -1.6949 0.1055
C 6.1491 -2.0833 0.6116
C 7.3229 -1.9866 0.0040
C 2.9512 -0.3650 -1.0061
C 1.9565 0.6800 -1.6939
C -1.1660 0.5796 1.7508
C -1.9315 -0.5335 1.2629
H -6.6436 -0.3702 -2.7765
H -4.8855 -0.0608 -2.7773
H -5.9747 0.4168 -1.4328
H -5.5596 -2.4353 -2.2398
H -6.5751 -1.9213 -0.6645
H -4.4084 -2.8727 -0.0312
H -3.6802 -1.3370 -1.2184
H -4.2201 1.7703 -0.0375
H -2.9380 0.9253 -0.9561
H -2.1274 3.0457 -0.3931
H -2.6638 2.7743 1.5497
H -0.2997 2.3120 1.3505
H 1.6455 2.9379 1.0188
H 1.7702 1.1762 1.6128
H 4.2025 1.9327 1.3064
H 3.5795 2.5073 -0.2890
H 5.8557 -3.2533 0.5596
H 6.2048 -2.1197 1.6802
H 7.3125 -2.1975 -1.0964
H 8.2134 -2.4600 0.2356
H 7.6402 -0.9301 -0.1060
H 2.5430 -0.9347 -0.4562
H 3.4450 -0.5782 -1.7509
H 2.3923 1.4768 -1.8634
H 1.1795 0.1921 -2.1218
H -0.0910 0.0908 1.9004
H -1.5595 0.9814 2.8195
H -2.2032 -1.3746 2.0361
H -1.5796 -1.0561 0.3780
```

Results
E_HOMO (eV): -9.28
2S+1: 1
Max |F| (Eh/bohr): 0.326
HOMO-LUMO gap (eV): 9.35
Net charge: 0

=====

3.
Computed, not measured: an isolated molecule of C10H14N2 at a distorted geometry, with ωB97M-V/def2-TZVPD.

```
26
Properties=species:S:1:pos:R:3
C 2.5358 1.4774 -0.6595
C 1.4772 0.5478 -0.3709
C 0.1964 1.1674 -0.8551
C -0.6201 1.9581 -0.1396
C -1.0890 1.6056 1.1611
C -1.6364 0.3989 1.4559
C -1.7866 -0.5859 0.4110
C -0.7577 -1.0388 -0.3449
C -1.0883 -1.6992 -1.7436
N 0.5566 -1.4362 0.1753
C 0.5750 -1.9672 1.4994
N 1.6889 -0.6128 0.0535
H 2.4815 2.4741 -0.0247
H 2.5525 1.9427 -1.7272
H 3.5022 1.0734 -0.3527
H 0.3135 1.5518 -1.8207
H -1.1191 2.8522 -0.5301
H -1.1828 2.3274 1.9156
H -2.1507 0.2609 2.4426
H -2.8121 -0.5843 0.0608
H -2.0808 -2.0486 -1.5456
H -0.3567 -2.5332 -2.0279
H -0.9332 -0.8632 -2.4221
H -0.3390 -2.6463 1.7313
H 1.4186 -2.5886 1.5855
H 0.6543 -1.0335 2.0725
```

Results
E_HOMO (eV): -8.08
2S+1: 1
Max |F| (Eh/bohr): 0.092
HOMO-LUMO gap (eV): 8.91
Net charge: 0

=====

4.
Computed, not measured: a 2-piece molecular cluster, C28H31ClN3S overall at a distorted geometry, with ωB97M-V/def2-TZVPD.

```
64
Properties=species:S:1:pos:R:3
Cl -3.2351 5.7685 -3.5462
C -2.7130 4.1383 -3.5015
C -3.6386 3.1171 -3.2498
C -3.2095 1.8010 -3.1570
C -1.8359 1.4651 -3.2939
C -1.3789 0.1141 -3.0983
C -0.0751 -0.3812 -3.6453
C -0.1349 -1.9391 -3.5050
C -1.4619 -2.1759 -2.8480
C -2.1508 -0.9841 -2.6416
C -0.9436 2.5045 -3.6895
C -1.3715 3.8250 -3.7657
H -4.6891 3.3669 -3.1217
H -3.9413 1.0103 -2.9835
H 0.0231 -0.1228 -4.7131
H 0.8072 0.0300 -3.1366
H -0.0972 -2.3481 -4.5249
H 0.7337 -2.3402 -2.9637
H -1.8174 -3.1729 -2.5948
H -3.1566 -0.8717 -2.2249
H 0.0911 2.2483 -3.9288
H -0.6812 4.6179 -4.0367
C 1.9103 -2.9270 0.0141
C 1.9206 -2.2980 1.4010
C 1.2222 -3.1996 2.4152
N 3.3078 -2.0401 1.8547
C 3.4798 -0.7907 2.1193
S 4.9326 -0.1587 2.8553
C 5.0573 -1.6240 4.0489
C 6.3218 -1.5526 4.8077
N 7.3174 -1.4817 5.4120
C 2.2314 0.0890 1.8467
C 1.7189 0.6612 3.1693
C 2.5774 1.1582 0.8163
N 1.3299 -0.9370 1.3196
C 0.0048 -0.7435 1.0584
C -0.5744 0.3604 0.4782
C -1.9244 0.7911 0.7864
C -2.5389 1.8623 0.0881
C -3.8779 2.1649 0.2991
C -4.6065 1.4785 1.2791
C -3.9799 0.5015 2.0695
C -2.6547 0.1503 1.8195
H 2.3777 -3.9154 0.0532
H 0.8842 -3.0227 -0.3618
H 2.4959 -2.2824 -0.6537
H 1.8171 -4.1150 2.5057
H 1.1707 -2.7237 3.4029
H 0.2199 -3.4680 2.0741
H 4.1984 -1.5341 4.7360
H 4.9916 -2.5348 3.4368
H 2.5037 1.2860 3.6149
H 0.8190 1.2644 3.0106
H 1.4759 -0.1532 3.8658
H 3.4607 1.7133 1.1600
H 2.8274 0.6729 -0.1366
H 1.7476 1.8604 0.6881
H -0.6017 -1.6185 1.3066
H -0.0254 0.9326 -0.2812
H -1.9563 2.4232 -0.6451
H -4.3604 2.9466 -0.2952
H -5.6588 1.7293 1.4486
H -4.5417 0.0262 2.8776
H -2.1442 -0.6225 2.4049
```

Results
E_HOMO (eV): -9.72
2S+1: 1
Max |F| (Eh/bohr): 0.047
HOMO-LUMO gap (eV): 4.04
Net charge: +1

=====

5.
Computed, not measured: a 9-piece molecular cluster, C14H32Cl14O2 overall at a distorted geometry, with ωB97M-V/def2-TZVPD.

```
62
Properties=species:S:1:pos:R:3
Cl 11.2686 9.9948 6.2444
C 11.9614 8.3731 6.2715
C 13.4077 8.3327 6.7246
Cl 14.1487 6.6042 6.8156
H 11.8574 8.0266 5.2432
H 11.4182 7.7018 6.9366
H 13.4769 8.7904 7.7115
H 13.9026 9.0007 6.0196
Cl 13.1035 15.9041 9.4003
C 11.8254 17.0816 9.1923
C 10.4941 16.3631 9.4471
Cl 10.0530 15.2062 8.1234
H 12.0238 17.4428 8.1832
H 12.0972 17.9364 9.8116
H 9.7844 17.1794 9.5820
H 10.5050 15.8378 10.4021
Cl 16.2897 14.9012 13.2836
C 14.5127 14.5947 13.0625
C 14.1201 13.3481 13.8640
Cl 12.2936 13.2819 13.8798
H 14.3470 14.4772 11.9916
H 14.0373 15.5260 13.3702
H 14.5014 13.3678 14.8850
H 14.4530 12.4732 13.3055
Cl 13.3908 15.2560 5.8771
C 13.7756 13.5121 5.9477
C 14.5902 13.1354 7.1426
Cl 14.8325 11.3983 7.2727
H 14.1472 13.2333 4.9617
H 12.8074 13.0167 6.0194
H 13.9964 13.4924 7.9841
H 15.5561 13.6348 7.2176
Cl 11.0266 8.3916 9.4176
C 11.7725 8.0768 10.9122
C 10.9637 6.8566 11.3779
Cl 11.4984 6.4156 13.0164
H 11.6500 8.8716 11.6480
H 12.8078 7.7789 10.7463
H 10.9658 5.9788 10.7317
H 9.9022 7.0972 11.4370
Cl 15.5049 10.1748 12.0285
C 16.4810 11.1265 10.9651
C 17.5219 10.1792 10.3745
Cl 18.1160 10.8470 8.8550
H 16.9912 11.9038 11.5339
H 15.8263 11.5520 10.2046
H 17.0882 9.2192 10.0945
H 18.3583 9.9868 11.0464
Cl 10.2018 11.1290 11.7166
C 10.5426 12.6294 10.7001
C 11.4426 12.1820 9.5157
Cl 12.9774 11.6281 10.2213
H 10.8686 13.4997 11.2695
H 9.5660 12.8234 10.2566
H 11.7782 12.9905 8.8662
H 11.1398 11.3461 8.8851
O 6.8624 13.5644 9.9653
H 6.1194 14.0689 9.6341
H 6.4687 12.9021 10.5332
O 7.9088 11.8196 8.1712
H 7.5542 12.5235 8.7144
H 7.5752 11.0165 8.5712
```

Results
E_HOMO (eV): -10.34
2S+1: 1
Max |F| (Eh/bohr): 0.050
HOMO-LUMO gap (eV): 10.39
Net charge: 0

=====

6.
Computed, not measured: C2H4INS2 as an isolated structure at a distorted geometry, with ωB97M-V/def2-TZVPD.

```
10
Properties=species:S:1:pos:R:3
C 0.5558 1.3811 1.6884
C -0.7179 -0.7536 -1.2748
N 1.3039 -0.5986 0.5415
S -0.0252 1.1871 3.1771
S 0.9748 -0.1331 -0.8517
I 0.4944 2.8169 0.2192
H -0.8859 -0.3401 -2.3192
H -1.4758 -0.3586 -0.6813
H -0.9176 -1.8684 -1.2887
H 0.6937 -1.3327 0.7896
```

Results
E_HOMO (spin up / spin down) (eV): -7.47 / -7.44
2S+1: 1
Max |F| (Eh/bohr): 0.096
HOMO-LUMO gap (spin up / spin down) (eV): 6.87 / 6.83
Net charge: 0

=====

7.
Computed, not measured: an isolated molecule of C4H6N2 at a distorted geometry, with ωB97M-V/def2-TZVPD.

```
12
Properties=species:S:1:pos:R:3
C 0.7471 -0.7887 -0.9084
C 0.5137 -0.3940 0.5302
N 0.6197 0.9892 0.9663
C -0.7072 0.3676 0.9307
C -1.6532 0.7454 -0.1007
N -2.4050 1.0463 -0.9282
H 0.4710 0.0225 -1.5908
H 1.8008 -1.0349 -1.0760
H 0.1482 -1.6670 -1.1710
H 0.8839 -1.1001 1.2724
H 0.7395 1.6115 0.1695
H -1.1584 0.2023 1.9059
```

Results
E_HOMO (eV): -10.14
2S+1: 1
Max |F| (Eh/bohr): 0.022
HOMO-LUMO gap (eV): 11.11
Net charge: 0

=====

no.,energy (eV)
1,-17726.5216
2,-42586.2675
3,-13572.1593
4,-57358.6629
5,-194447.0429
6,-33395.5353
7,-7224.0897